Below is a single C26H29N3O2 molecule at a distorted geometry, with properties calculated with ωB97M-V/def2-TZVPD.

```
60
Properties=species:S:1:pos:R:3:forces:R:3:nbo_charge:R:1
C -6.13290 -2.66431 1.64160 -0.087 0.007 0.046 -0.2408
O -4.94539 -2.45423 0.92901 0.230 -0.021 -0.120 -0.5481
C -4.74075 -1.10081 0.59013 0.136 0.257 -0.133 -0.0471
C -3.43467 -0.95100 -0.18909 -0.341 -0.435 0.269 -0.2445
C -3.46626 -1.75406 -1.48819 0.138 0.271 -0.014 -0.4002
C -2.12754 -1.61347 -2.20270 -0.005 -0.265 0.076 -0.3980
C -0.99266 -2.02887 -1.27341 0.007 0.129 -0.304 -0.2210
N -1.01649 -1.20620 -0.08331 0.066 -0.281 -0.003 -0.4378
C -2.24334 -1.40206 0.65772 -0.169 0.216 -0.052 -0.2184
H -2.19501 -0.79587 1.56586 0.006 -0.030 0.067 0.1975
H -2.39163 -2.45679 0.94940 0.041 0.049 0.052 0.1762
C 0.17818 -1.35711 0.72590 -0.036 -0.020 0.008 -0.2473
C 1.33875 -0.71707 0.04239 0.244 0.049 -0.030 -0.0413
C 2.53291 -1.27966 -0.34573 -0.268 0.142 0.111 -0.0573
N 3.24302 -0.32231 -0.97995 -0.514 -0.311 0.007 -0.1525
N 2.59073 0.82995 -1.02320 -0.161 0.763 -0.145 -0.2512
C 1.42594 0.62344 -0.41247 0.448 -0.952 0.198 0.0491
C 0.44698 1.67043 -0.29839 0.112 1.243 -0.743 0.2941
C 0.41229 2.89310 -0.90839 0.155 -0.752 0.282 -0.2762
C -0.78712 3.52087 -0.47212 -0.449 -0.314 0.469 -0.1311
C -1.41417 4.74222 -0.71617 0.075 -0.136 0.016 -0.1848
C -2.61666 4.99432 -0.09335 -0.100 0.152 -0.019 -0.2298
C -3.20493 4.06062 0.76251 -0.045 0.010 0.018 -0.2165
C -2.60429 2.84494 1.02437 0.178 -0.329 0.040 -0.2747
C -1.39414 2.58964 0.39979 -0.112 1.074 -0.437 0.3431
O -0.63451 1.48088 0.50462 0.044 -0.268 0.328 -0.4215
H -3.05247 2.11807 1.68341 -0.072 -0.079 0.102 0.2198
H -4.14997 4.29634 1.22871 -0.069 -0.001 0.047 0.2129
H -3.12169 5.93329 -0.26738 -0.032 0.070 -0.018 0.2115
H -0.96373 5.46646 -1.37790 0.023 0.086 -0.060 0.2128
H 1.14892 3.27771 -1.58227 0.204 0.012 -0.164 0.2366
C 4.59000 -0.41817 -1.47573 0.458 0.123 -0.041 -0.2469
C 5.59062 -0.26749 -0.35382 0.036 -0.065 -0.041 0.0479
C 5.50772 0.83549 0.48732 0.014 0.014 -0.013 -0.2358
C 6.40424 0.98632 1.52886 -0.036 0.060 0.006 -0.1986
C 7.39382 0.03912 1.73621 0.089 -0.052 0.045 -0.2164
C 7.48108 -1.06034 0.90045 0.102 -0.030 0.073 -0.1941
C 6.57929 -1.21572 -0.13894 -0.079 0.062 -0.090 -0.2476
H 6.64886 -2.07744 -0.78795 -0.010 -0.094 -0.070 0.2075
H 8.25009 -1.80191 1.05915 0.061 -0.059 0.020 0.2121
H 8.09531 0.15772 2.54860 0.056 0.006 0.066 0.2139
H 6.33254 1.84513 2.17955 -0.008 0.073 0.052 0.2152
H 4.73175 1.56833 0.31934 -0.077 0.081 0.008 0.2304
H 4.72220 -1.37910 -1.98075 -0.041 0.129 0.016 0.2107
H 4.71735 0.39147 -2.20036 -0.090 -0.190 0.024 0.2380
H 2.91652 -2.27187 -0.21556 0.086 -0.220 0.019 0.2190
H 0.41379 -2.41687 0.93932 -0.052 0.095 0.062 0.1722
H 0.00186 -0.84835 1.67822 -0.023 -0.128 -0.019 0.2168
H -0.03119 -1.88364 -1.77352 -0.042 -0.073 0.029 0.2062
H -1.09179 -3.10357 -1.02322 0.044 0.013 -0.003 0.1541
H -2.10929 -2.22789 -3.10484 0.019 0.026 -0.045 0.2054
H -1.97645 -0.57131 -2.49014 0.049 0.032 -0.075 0.2038
H -3.65433 -2.80170 -1.24656 -0.047 -0.055 -0.035 0.2087
H -4.27712 -1.40053 -2.12857 -0.080 -0.046 -0.003 0.2055
H -3.30100 0.10923 -0.42709 -0.017 0.023 0.041 0.2139
H -5.58331 -0.73882 -0.02170 0.056 -0.005 0.061 0.1657
H -4.70452 -0.48980 1.50712 -0.029 -0.024 -0.042 0.1601
H -7.00970 -2.35699 1.05642 0.013 -0.024 0.030 0.1631
H -6.19128 -3.73125 1.84811 -0.085 0.023 0.045 0.1929
H -6.13447 -2.10851 2.58862 -0.017 -0.033 -0.019 0.1625
```
Positions in Å, forces in eV/Å.

Computed properties:
Electronic energy = -35997.4719 eV
Largest force on an atom = 1.5 eV Å⁻¹
Structure (SMILES) = COC[C@@H]1CCCN(Cc2cn(Cc3ccccc3)nc2-c2cc3ccccc3o2)C1
Total charge = 0
HOMO-LUMO gap = 8.3975 eV
Lowest unoccupied orbital energy = 0.753 eV
E_HOMO = -7.64 eV